1.
Density functional theory data (wB97M-V/def2-TZVPD) for a structure of composition C4H8O2.

## Properties
Strongest force on any atom ... 0.35 eV/Å
E_HOMO ... -8.08 eV
Gap between HOMO and LUMO ... 8.9 eV
Energy above the lowest of the compared OMol25 structures with the same formula, charge and spin ... 475.2 kJ/mol

Geometry (Å):
1 O -1.91 -0.48 -1.20
2 C -0.58 -0.45 -0.78
3 C -0.08 0.92 -0.36
4 C 1.01 0.78 0.69
5 O 0.52 -0.19 1.62
6 C 0.31 -1.39 1.02
7 H -2.46 -0.07 -0.52
8 H 0.00 -0.94 -1.56
9 H -0.92 1.48 0.06
10 H 0.28 1.47 -1.24
11 H 1.19 1.71 1.23
12 H 1.95 0.42 0.25
13 H 1.15 -1.62 0.34
14 H -0.68 -1.31 0.28



2.
Density functional theory data (wB97M-V/def2-TZVPD) for the molecule C2H4FP at a distorted geometry.

## Properties
Strongest force on any atom ... 6.49 eV/Å
E_HOMO ... -9.49 eV
SMILES ... [H]/P=C(/C)F
Gap between HOMO and LUMO ... 10.0 eV
Energy above the lowest of the compared OMol25 structures with the same formula, charge and spin ... 163.6 kJ/mol

Geometry (Å):
1 C 0.46 -0.30 -0.10
2 C -1.17 0.23 -0.02
3 F 0.70 -1.65 0.00
4 P 1.59 0.89 -0.08
5 H -1.68 -0.75 -0.35
6 H -1.46 1.08 -0.63
7 H -1.28 0.25 1.00
8 H 2.84 0.26 0.18



3.
Density functional theory data (wB97M-V/def2-TZVPD) for a cluster of 7 separate species, C9H16F21N2O11P2S3 in total at a distorted geometry.

## Properties
Strongest force on any atom ... 5.54 eV/Å
E_HOMO (alpha / beta) ... 3.62 / -0.41 eV
Total charge ... -4
Gap between HOMO and LUMO (alpha / beta) ... 4.3 / 8.1 eV
2S+1 ... 2

Geometry (Å):
1 C 2.82 4.40 0.01
2 C 2.10 3.57 -1.14
3 O 2.48 2.49 -1.58
4 N 0.82 4.10 -1.69
5 H 0.80 5.07 -1.42
6 H 0.73 4.05 -2.70
7 C -0.44 3.38 -1.18
8 H 2.72 5.46 -0.22
9 H 3.86 4.11 0.19
10 H 2.26 4.26 0.93
11 H -0.36 3.42 -0.10
12 H -0.46 2.33 -1.46
13 H -1.29 3.98 -1.50
14 C -1.61 -1.35 -2.21
15 C -0.15 -0.95 -1.70
16 O 0.63 -0.54 -2.50
17 N 0.10 -1.20 -0.22
18 H -0.78 -1.34 0.26
19 H 0.64 -2.05 -0.12
20 C 1.00 -0.07 0.41
21 H -1.75 -2.43 -2.18
22 H -1.71 -0.95 -3.21
23 H -2.35 -0.86 -1.58
24 H 2.00 -0.32 0.07
25 H 1.03 -0.19 1.49
26 H 0.51 0.90 0.27
27 C -3.58 -3.95 0.46
28 F -4.13 -3.30 -0.63
29 F -3.15 -3.00 1.26
30 F -4.47 -4.77 0.95
31 S -2.11 -4.88 -0.19
32 O -2.43 -5.09 -1.58
33 O -0.91 -3.98 0.01
34 O -2.08 -6.13 0.59
35 C -2.09 -0.06 3.72
36 F -1.71 0.72 4.61
37 F -1.07 -0.92 3.52
38 F -3.13 -0.64 4.21
39 S -2.50 0.89 2.09
40 O -1.58 2.03 2.10
41 O -2.18 -0.01 0.98
42 O -3.92 1.22 2.25
43 C 5.09 -2.14 -0.53
44 F 5.02 -1.46 -1.68
45 F 6.26 -2.79 -0.46
46 F 4.98 -1.42 0.61
47 S 3.72 -3.57 -0.48
48 O 2.42 -2.89 -0.43
49 O 3.91 -4.33 -1.76
50 O 4.07 -4.36 0.69
51 P 2.76 0.87 4.01
52 F 3.26 0.00 2.79
53 F 2.46 2.12 3.00
54 F 1.16 0.37 3.75
55 F 2.42 1.93 5.21
56 F 2.89 -0.32 5.08
57 F 4.33 1.30 4.00
58 P -3.91 1.33 -3.55
59 F -2.51 1.39 -2.69
60 F -4.79 2.02 -2.34
61 F -3.49 2.72 -4.23
62 F -5.27 1.32 -4.41
63 F -3.06 0.60 -4.80
64 F -4.31 -0.13 -3.02



Among the records above, which one has the highest strongest force on any atom?
C2H4FP